16
Properties=species:S:1:pos:R:3:lowdin_charge:R:1 method="wB97M-V/def2-TZVPD" charge=0 spin_multiplicity=1 e_above_lowest_kj_mol=290.4 orbital_gap_ev=9.41
C 1.5369 -0.9274 0.6362 -0.09
C 0.5783 0.2630 0.5118 -0.46
C 1.2626 1.5461 0.0485 -0.08
C -0.3880 -0.1538 -0.5595 -0.03
C -2.5941 -0.6448 -0.8261 -0.07
O -1.5981 0.1127 -0.1369 -0.12
H 0.9982 -1.8318 0.9463 0.08
H 2.3270 -0.7340 1.3682 0.08
H 1.9905 -1.1418 -0.3374 0.08
H 0.0564 0.4358 1.4655 0.13
H 2.0441 1.8472 0.7525 0.08
H 0.5297 2.3572 -0.0260 0.08
H 1.7098 1.3972 -0.9401 0.08
H -2.0792 -1.1900 -1.6187 0.08
H -3.3881 -0.0051 -1.2109 0.09
H -2.9860 -1.3306 -0.0734 0.09



16
Properties=species:S:1:pos:R:3:lowdin_charge:R:1 method="wB97M-V/def2-TZVPD" charge=0 spin_multiplicity=1 e_above_lowest_kj_mol=350.1 orbital_gap_ev=9.59
C 2.0057 0.7803 -1.1428 -0.11
C 0.5278 0.6422 -0.7909 -0.34
C 0.3036 -0.3082 0.3342 -0.04
C -1.7482 0.0128 0.6961 -0.02
C -1.8126 -1.2767 1.3577 -0.35
O -0.9345 -2.1002 1.1777 -0.03
H 2.1312 1.5110 -1.9460 0.07
H 2.5834 1.1205 -0.2768 0.07
H 2.4334 -0.1717 -1.4811 0.08
H 0.0866 1.5946 -0.4986 0.10
H -0.0231 0.2779 -1.6717 0.11
H 0.7472 -1.3019 0.0825 0.11
H 0.6453 -0.0383 1.3259 0.09
H -1.8952 -0.0092 -0.3741 0.06
H -2.4443 0.7927 1.1276 0.09
H -2.6062 -1.5258 2.0804 0.11



16
Properties=species:S:1:pos:R:3:lowdin_charge:R:1 method="wB97M-V/def2-TZVPD" smiles=C[C@@H]1[C@H](C)[C@@H]1O charge=0 spin_multiplicity=1 e_above_lowest_kj_mol=291.4 orbital_gap_ev=8.96
C 0.9996 0.4370 -1.3988 -0.07
C -0.1140 0.9473 -0.5460 -0.22
C -1.0934 -0.0707 0.4365 -0.17
C -0.8185 -1.5410 0.4042 -0.10
C -0.0691 0.8868 0.9337 -0.37
O 1.1396 0.3511 1.4051 -0.01
H 1.3193 -0.5643 -1.1171 0.07
H 1.8754 1.0783 -1.2950 0.08
H 0.7398 0.4069 -2.4609 0.08
H -0.5998 1.8626 -0.9273 0.14
H -1.6604 0.3665 -0.4130 0.12
H -1.1948 -1.9853 1.3347 0.08
H -1.3376 -2.0453 -0.4166 0.08
H 0.2512 -1.7729 0.3398 0.07
H -0.4016 1.7604 1.4898 0.14
H 0.9644 -0.1173 2.2310 0.11



no.,E_HOMO (eV),E_LUMO (Ha)
1,-8.4,0.0387
2,-9.2,0.0161
3,-8.1,0.0332